Entry 1:
The following is a DFT calculation (the ωB97M-V functional and the def2-TZVPD basis) of one molecule with the formula C5H11NO.

LUMO energy	0.8	eV
2S+1	1
E	-8898.0814	eV
largest force on an atom	4.12	eV Å⁻¹
relative energy (zero: lowest compared OMol25 entry of this formula, charge and spin)	3.616	eV
SMILES	C/C(=[NH+]/[O-])C(C)C
HOMO-LUMO gap	9.0	eV
HOMO level	-0.304	hartree

Element x y z (Å)
O -2.790 0.441 1.117
N -2.244 -0.432 0.375
C -1.050 -0.347 -0.169
C -0.454 -1.443 -1.075
C 0.879 0.855 -1.010
C 0.234 0.829 1.479
C -0.217 0.896 0.056
H -2.731 -1.329 0.148
H 1.004 0.023 1.499
H 0.625 -1.560 -0.753
H -0.881 1.618 -0.156
H -0.984 -2.442 -1.090
H -0.528 0.409 2.132
H 1.534 1.788 -0.853
H 0.641 1.696 1.891
H 0.491 0.959 -2.059
H 1.474 -0.040 -1.013
H -0.516 -1.032 -2.201

Cartesian forces (eV/Å) of the 3 atoms listed first:
O -0.3 -0.1 0.0
N 1.6 -0.9 -1.2
C -0.6 -1.1 -0.4



Entry 2:
The following is a DFT calculation (the ωB97M-V functional and the def2-TZVPD basis) of one molecule with the formula C5H11NO.

LUMO energy	1.0	eV
2S+1	1
E	-8897.0058	eV
largest force on an atom	0.68	eV Å⁻¹
relative energy (zero: lowest compared OMol25 entry of this formula, charge and spin)	4.692	eV
HOMO-LUMO gap	8.6	eV
HOMO level	-0.282	hartree

Element x y z (Å)
O -0.151 -0.139 2.115
N 0.989 0.520 0.307
C -0.956 1.386 2.458
C 0.541 0.815 1.550
C -0.191 -1.176 -1.131
C -0.233 -0.353 -2.415
C 0.997 -0.842 -0.231
H 1.012 -1.528 0.621
H 1.935 -0.973 -0.784
H -0.332 0.716 -2.195
H -1.111 -1.035 -0.552
H 1.597 1.203 -0.117
H -1.078 -0.644 -3.047
H -1.908 0.851 2.560
H -0.133 -2.245 -1.379
H -1.124 2.263 1.825
H -0.539 1.676 3.416
H 0.684 -0.493 -3.002

Cartesian forces (eV/Å) of the 3 atoms listed first:
O 0.1 0.3 0.0
N 0.0 0.2 0.2
C -0.6 0.2 0.3



Entry 3:
The following is a DFT calculation (the ωB97M-V functional and the def2-TZVPD basis) of one molecule with the formula C5H11NO.

LUMO energy	0.8	eV
2S+1	1
E	-8898.2761	eV
largest force on an atom	2.85	eV Å⁻¹
relative energy (zero: lowest compared OMol25 entry of this formula, charge and spin)	3.421	eV
SMILES	C=CCCNCO
HOMO-LUMO gap	9.6	eV
HOMO level	-0.321	hartree

Element x y z (Å)
O 1.080 -2.809 -0.570
N -0.263 -0.752 -0.741
C 0.001 -2.127 -1.220
C 0.752 -0.302 0.228
C 0.223 0.898 1.151
C -0.409 1.960 0.274
C -1.114 2.952 0.838
H -0.579 1.659 -0.746
H -0.910 -2.722 -1.232
H 0.281 -2.018 -2.294
H -1.912 3.318 0.170
H 1.004 1.266 1.839
H 0.746 -1.113 0.955
H -0.712 3.511 1.679
H 0.784 -3.684 -0.294
H -0.235 -0.205 -1.588
H -0.526 0.270 1.646
H 1.788 -0.102 -0.095

Cartesian forces (eV/Å) of the 3 atoms listed first:
O -0.7 0.2 -0.1
N 1.0 -0.3 0.3
C 0.6 0.0 -1.4



Entry 4:
The following is a DFT calculation (the ωB97M-V functional and the def2-TZVPD basis) of one molecule with the formula C5H11NO.

LUMO energy	0.9	eV
2S+1	1
E	-8900.0221	eV
largest force on an atom	0.72	eV Å⁻¹
relative energy (zero: lowest compared OMol25 entry of this formula, charge and spin)	1.675	eV
SMILES	CN/C(C)=C/CO
HOMO-LUMO gap	8.5	eV
HOMO level	-0.280	hartree

Element x y z (Å)
O 3.215 0.586 0.556
N -1.331 0.825 0.043
C -2.614 0.302 0.460
C -0.316 -1.406 -0.290
C -0.170 0.094 -0.172
C 2.374 0.165 -0.510
C 1.012 0.733 -0.281
H -1.180 1.805 0.270
H -3.348 1.113 0.494
H 1.016 1.820 -0.207
H -2.545 -0.137 1.460
H 2.410 -0.924 -0.555
H 2.770 0.324 1.379
H 0.613 -1.922 -0.540
H -0.676 -1.827 0.655
H -2.982 -0.453 -0.241
H -1.035 -1.655 -1.078
H 2.788 0.556 -1.444

Cartesian forces (eV/Å) of the 3 atoms listed first:
O 0.4 0.0 0.5
N -0.1 0.7 -0.3
C 0.3 -0.2 0.1



Entry 5:
The following is a DFT calculation (the ωB97M-V functional and the def2-TZVPD basis) of one molecule with the formula C5H11NO.

LUMO energy	0.7	eV
2S+1	1
E	-8898.5563	eV
largest force on an atom	3.26	eV Å⁻¹
relative energy (zero: lowest compared OMol25 entry of this formula, charge and spin)	3.141	eV
SMILES	CC[C@@H](C=O)NC
HOMO-LUMO gap	9.6	eV
HOMO level	-0.329	hartree

Element x y z (Å)
O 2.525 0.260 -0.202
N -0.772 -1.046 0.141
C -0.505 -2.482 0.115
C 0.176 2.524 -0.003
C -0.597 1.258 0.157
C 1.537 -0.389 0.154
C 0.169 -0.037 -0.378
H 0.164 2.982 -1.040
H -0.188 3.163 0.876
H -0.973 -2.837 1.122
H -1.483 1.297 -0.556
H 0.435 -3.034 0.104
H -1.001 1.068 1.128
H 1.274 2.479 0.178
H 0.158 0.147 -1.519
H -0.885 -2.965 -0.737
H 1.710 -1.353 0.669
H -1.745 -1.035 -0.210

Cartesian forces (eV/Å) of the 3 atoms listed first:
O -1.6 -0.9 1.0
N 0.3 -1.3 -0.7
C -0.6 -1.2 2.8



Entry 6:
The following is a DFT calculation (the ωB97M-V functional and the def2-TZVPD basis) of a 2-piece molecular cluster, C5H11NO overall.

LUMO energy	0.9	eV
2S+1	1
E	-8899.8614	eV
largest force on an atom	1.54	eV Å⁻¹
relative energy (zero: lowest compared OMol25 entry of this formula, charge and spin)	1.836	eV
SMILES	CNC=O.C=CC
HOMO-LUMO gap	10.2	eV
HOMO level	-0.339	hartree

Element x y z (Å)
O -0.479 -1.744 1.683
N -2.371 -0.657 1.208
C 0.648 -0.013 -1.113
C 2.868 1.021 -1.641
C -2.054 0.545 1.953
C -1.477 -1.635 0.993
C 1.799 -0.027 -1.785
H -1.485 0.316 2.852
H 0.147 -0.919 -0.805
H -1.491 1.256 1.351
H 3.423 1.135 -2.573
H -2.990 1.005 2.263
H -1.661 -2.329 0.166
H -3.259 -0.735 0.744
H 0.334 0.921 -0.653
H 2.049 -0.874 -2.413
H 2.431 1.987 -1.382
H 3.567 0.747 -0.850

Cartesian forces (eV/Å) of the 3 atoms listed first:
O 0.2 -0.1 -0.5
N -0.6 0.1 -0.6
C 0.7 0.3 0.3